Density functional theory data (wB97M-V/def2-TZVPD) for a molecular structure, C38H27BCl2F4N5O2V.

Calculated values
energy relative to the best compared isomer or geometry (same formula, charge and spin) = 46.3 kJ/mol
<S²> = 0.832
frontier orbital gap (spin up / spin down) = 6.780 / 6.864 eV
spin multiplicity = 2
LUMO level (spin up / spin down) = 2.33 / 2.37 eV
total charge = -1

XYZ file:
```
80
C38H27BCl2F4N5O2V (wB97M-V/def2-TZVPD)
V -0.411 -1.242 0.038
C -0.842 3.045 0.873
C -0.360 1.802 0.425
N -0.942 0.675 0.753
C -2.043 0.683 1.550
C -2.628 1.881 1.988
C -1.972 3.081 1.637
C -3.829 1.831 2.736
C -4.392 0.614 2.991
C -3.788 -0.594 2.589
C -2.580 -0.600 1.907
N -1.849 -1.666 1.453
C -1.966 -2.936 1.940
C -2.596 -3.377 3.094
C -2.648 -4.746 3.420
C -2.096 -5.708 2.624
C -1.388 -5.305 1.466
C -0.751 -6.208 0.589
C -0.054 -5.736 -0.485
C 0.055 -4.346 -0.671
N -0.529 -3.484 0.124
C -1.286 -3.935 1.159
H -0.316 3.948 0.598
H 0.511 1.712 -0.209
H -2.381 4.024 1.982
H -4.288 2.750 3.078
H -5.330 0.562 3.532
H -4.298 -1.519 2.804
H -3.028 -2.671 3.784
H -3.153 -5.034 4.335
H -2.165 -6.759 2.873
H -0.821 -7.272 0.786
H 0.443 -6.403 -1.176
H 0.664 -3.932 -1.460
N -1.360 -1.110 -1.303
C -2.364 -0.829 -2.193
C -3.657 -0.552 -1.730
C -4.670 -0.256 -2.626
C -4.420 -0.234 -3.993
C -3.140 -0.509 -4.457
C -2.117 -0.803 -3.571
H -3.845 -0.575 -0.663
H -5.664 -0.041 -2.250
H -5.215 -0.002 -4.691
H -2.933 -0.491 -5.521
H -1.114 -1.010 -3.921
F 2.422 0.419 2.034
B 1.482 -0.325 2.783
F 0.830 -1.256 1.867
F 0.515 0.526 3.307
F 2.112 -1.065 3.763
Cl 4.077 3.126 2.307
C 3.123 4.015 1.173
C 2.744 5.307 1.493
C 2.020 6.058 0.582
C 1.642 5.495 -0.625
C 1.981 4.182 -0.911
Cl 1.335 3.483 -2.358
C 2.768 3.409 -0.042
N 3.154 2.105 -0.322
C 3.810 1.716 -1.485
C 4.309 2.668 -2.376
C 4.946 2.293 -3.547
C 5.126 0.953 -3.841
C 4.686 0.008 -2.926
C 4.037 0.353 -1.747
C 3.706 -0.741 -0.766
C 2.266 -1.229 -0.678
O 1.324 -0.359 -0.648
O 2.061 -2.441 -0.599
H 3.040 5.718 2.448
H 1.739 7.076 0.819
H 1.045 6.046 -1.338
H 2.999 1.417 0.409
H 4.192 3.720 -2.150
H 5.307 3.058 -4.223
H 5.621 0.645 -4.753
H 4.855 -1.046 -3.119
H 3.971 -0.440 0.253
H 4.310 -1.616 -0.997
```

Mulliken atomic charge list, values in e, 6 entries: atom 1 (V): -0.31, atom 2 (C): -0.18, atom 3 (C): -0.04, atom 4 (N): 1.21, atom 5 (C): -0.01, atom 6 (C): 1.18